(1)
96
Properties=species:S:1:pos:R:3:forces:R:3:lowdin_charge:R:1 method="wB97M-V/def2-TZVPD" fmax_ev_per_a=6.531 homo_lumo_gap_ev=8.1 charge=+1
C -2.608952 3.211878 2.247369 0.4961 0.9941 1.5004 -0.2462
S -2.957484 3.983716 0.534449 -0.3641 -1.0840 0.4455 0.9133
C -4.792196 4.350719 0.326554 -1.6389 0.6259 -0.7739 -0.2620
B -5.495045 5.031064 1.656106 -1.4574 0.8751 2.4473 -0.4463
O -6.767278 4.397153 2.150041 1.9622 1.9311 -3.4182 0.0321
O -4.953805 6.211492 2.400587 -2.1788 -1.8331 -3.2110 0.0276
P -1.803259 5.839481 0.614164 0.3504 6.5120 -0.3449 0.6235
O -2.671142 7.082177 0.166318 3.0315 -5.2404 1.2740 -0.3395
O -0.361776 5.589665 -0.387225 -4.0243 -1.3452 2.1103 -0.2238
O -1.289703 6.103385 2.293868 1.0085 -0.7372 -4.3520 -0.2133
H -2.862960 4.052612 3.054617 0.3736 -1.9785 -1.7866 0.1010
H -3.198394 2.216571 2.425369 1.2380 2.1695 -0.8798 0.0559
H -1.429343 3.079946 2.273803 -2.6121 0.0385 -0.2796 0.1065
H -4.950387 5.096573 -0.590070 0.8937 -1.4597 1.8803 0.1414
H -5.381433 3.357305 0.026360 1.9850 1.8417 0.7001 0.1011
H -7.341259 4.303622 1.309663 1.1113 -0.2988 1.9836 0.1358
H -5.401704 7.003917 1.939177 1.1410 -1.4197 1.2274 0.1470
H -0.374834 4.645119 -0.771957 0.3823 1.6298 0.8884 0.0615
H -0.342498 6.468723 2.191736 -1.7702 -0.7476 0.3636 0.1136
C 3.298438 2.940893 -1.127372 0.3404 -0.1694 -0.1314 0.0672
N 1.842485 2.668084 -0.988161 -0.4699 -1.1027 -0.5925 -0.3905
O 1.391906 1.682106 -1.583040 0.3187 1.8485 1.1453 0.0794
O 1.193056 3.451428 -0.285525 0.2759 -0.9596 -0.7440 0.0039
H 3.741305 2.176448 -1.769356 -0.2086 0.1452 0.1257 0.0813
H 3.406904 3.930850 -1.575162 -0.0650 -0.1162 0.2074 0.1130
H 3.737091 2.906639 -0.128057 -0.1461 0.1420 -0.1463 0.1109
C -3.576932 -0.765451 4.811604 -0.2682 -0.1081 0.4539 0.0455
N -3.041757 0.391145 4.043833 -0.0331 0.0390 0.1901 -0.3904
O -3.219575 1.518119 4.520664 0.4967 -1.2011 -0.9328 0.0399
O -2.458163 0.135000 2.984167 -0.5979 0.7631 1.1196 0.0291
H -4.062524 -0.394402 5.716686 0.0799 0.0600 -0.3755 0.0979
H -4.295925 -1.281341 4.171912 0.1886 0.0967 0.0573 0.1082
H -2.733939 -1.412006 5.063692 -0.3592 0.2676 -0.2843 0.0596
C -7.515483 1.853022 4.336154 0.1841 0.2576 0.0568 0.0396
N -7.570873 0.378371 4.525733 -0.4025 -1.0688 0.0003 -0.4143
O -6.625806 -0.151643 5.121543 -1.2174 0.4169 -0.8101 0.0349
O -8.561609 -0.205466 4.071134 1.7201 0.7851 0.7933 0.0678
H -6.594211 2.232349 4.783390 -0.2133 -0.2030 -0.0794 0.0952
H -7.531530 2.048023 3.261904 -0.1331 -0.0407 0.2324 0.0873
H -8.389302 2.281862 4.830881 0.0919 -0.1133 -0.2111 0.1087
C 0.847242 -0.973672 4.251349 -0.0209 0.3492 -0.0058 0.0553
N 0.141180 -2.255664 4.518881 -0.1058 -1.0318 0.0062 -0.3762
O -1.009030 -2.185526 4.967384 1.7967 -0.5952 -0.5445 0.0291
O 0.761553 -3.296226 4.270984 -1.2729 1.6326 0.5997 0.0589
H 0.186247 -0.144875 4.513707 0.0838 -0.3132 -0.0140 0.0903
H 1.748163 -0.958673 4.868127 -0.1069 -0.1059 -0.2074 0.1090
H 1.093381 -0.948795 3.187857 0.0815 -0.1692 0.1837 0.0922
C 2.366376 -0.416459 -4.218092 -0.2302 0.1634 -0.2267 0.0406
N 3.669176 -0.248385 -3.519476 0.6624 -0.3354 0.6157 -0.4131
O 4.331654 0.759576 -3.791865 -0.5599 -1.1160 0.5909 0.0212
O 3.989952 -1.133061 -2.717269 -0.2925 1.5812 -1.2493 0.0643
H 2.213814 0.430969 -4.889836 0.1892 -0.1800 0.1997 0.0998
H 2.412256 -1.351208 -4.780620 -0.0427 0.0989 0.2492 0.1074
H 1.585508 -0.449544 -3.455616 0.1844 -0.1821 -0.1081 0.0750
C 1.502718 -4.901048 1.511319 0.0547 0.1059 0.3269 0.0303
N 2.037893 -3.744451 0.743547 0.5419 0.4197 -0.5004 -0.4129
O 1.860075 -2.617478 1.220379 0.2654 -1.0844 -0.8601 0.0346
O 2.621487 -4.000597 -0.316119 -0.9389 0.6911 1.5571 0.0634
H 1.017126 -4.529998 2.416400 0.2295 0.0138 -0.3281 0.0602
H 0.783725 -5.416937 0.871627 0.5469 0.1981 0.0769 0.0504
H 2.345712 -5.547602 1.763407 -0.1022 0.0796 -0.2126 0.1154
C -3.017382 0.377388 -1.134063 -0.0142 -0.1926 -0.1842 0.0321
N -4.484560 0.585853 -1.001648 -0.9431 -0.6418 -0.9626 -0.3943
O -5.214479 0.003605 -1.812364 1.0170 1.2637 1.7166 0.0963
O -4.862071 1.328066 -0.087487 0.1086 -0.6413 -0.7730 -0.0096
H -2.830406 -0.293962 -1.974884 -0.2352 0.3132 0.2977 0.0916
H -2.560462 1.353268 -1.310636 -0.0501 -0.1563 0.1204 0.0937
H -2.661902 -0.064789 -0.201146 -0.0715 0.2011 -0.1435 0.0969
C -1.197282 -3.482702 -1.067105 -0.1478 -0.0510 0.3187 0.0565
N -0.662107 -2.326105 -1.834876 0.6266 0.3590 -0.7815 -0.3890
O -0.839925 -1.199132 -1.358045 0.5985 -1.3135 -0.8216 0.0098
O -0.078513 -2.582251 -2.894542 -0.9615 0.7282 1.6999 0.0726
H -1.682874 -3.111652 -0.162023 0.1896 -0.0093 -0.2342 0.0988
H -1.916275 -3.998591 -1.706796 0.2673 0.0121 0.0309 0.1111
H -0.354288 -4.129256 -0.815017 -0.1835 0.0452 -0.2127 0.0847
C -1.797282 -7.530702 2.524895 -0.1506 -0.0923 0.3319 0.0571
N -1.262107 -6.374105 1.757124 -0.0465 0.7114 -0.0969 -0.4016
O -1.439925 -5.247132 2.233955 0.3409 -1.4467 -1.0568 0.0575
O -0.678513 -6.630251 0.697458 -1.0899 0.3540 1.1725 0.0294
H -2.282874 -7.159652 3.429977 0.1745 0.0339 -0.2878 0.1022
H -2.516275 -8.046591 1.885204 0.2583 0.0362 0.0355 0.1075
H -0.954288 -8.177256 2.776983 -0.1565 0.0590 -0.1896 0.1088
C 7.116786 -0.584373 -5.464780 -0.2611 0.1750 0.3717 0.0372
N 7.163270 -0.365916 -6.935737 -0.0651 0.2124 -0.8192 -0.4123
O 6.393718 0.479491 -7.407048 1.1959 -1.2347 0.3579 0.0511
O 7.971084 -1.049254 -7.575715 -1.1598 1.0245 0.6233 0.0372
H 6.365794 0.080285 -5.032470 0.1327 -0.1452 -0.2554 0.0718
H 6.850330 -1.629603 -5.295092 0.1827 0.1334 -0.0771 0.1079
H 8.107755 -0.357294 -5.066488 -0.4545 -0.2266 -0.1780 0.0594
C 11.505516 -1.023563 -6.948564 -0.1583 -0.3391 -0.1942 0.0457
N 11.121775 -0.108800 -5.839711 0.1064 0.8122 0.7050 -0.3972
O 10.012654 -0.281998 -5.321146 1.8874 0.4667 -0.4324 0.0203
O 11.944890 0.757264 -5.521122 -1.5132 -1.3334 -0.3589 0.0671
H 10.691352 -1.730715 -7.120967 0.1093 0.2832 0.1187 0.0909
H 11.678987 -0.411255 -7.835855 0.0778 -0.0777 0.2332 0.1068
H 12.413564 -1.547822 -6.643899 -0.0845 0.2446 -0.0726 0.1030

(2)
72
Properties=species:S:1:pos:R:3:forces:R:3:lowdin_charge:R:1 method="wB97M-V/def2-TZVPD" multiplicity=2 fmax_ev_per_a=7.476 homo_lumo_gap_ev="8.2 / 6.3" charge=0 s2=0.75
C 0.508181 0.147514 0.611592 -1.9953 -0.8168 -0.8842 -0.1168
O -0.898057 -0.176539 0.480288 1.7890 0.8510 -0.0642 -0.0466
H 0.880079 0.768443 -0.203428 -0.3199 0.0983 -0.4610 0.0475
H 0.571005 0.830348 1.458885 0.3006 -0.4375 0.5811 0.0773
H 1.038806 -0.804444 0.594003 0.4147 0.2739 0.7817 0.0801
C 2.019464 -1.766483 -2.708381 0.7795 0.3776 0.5343 -0.0710
C 1.567634 -0.343051 -2.985256 -0.2706 -1.4445 1.0219 -0.3811
O 1.214684 -0.247214 -4.303035 -0.5019 0.3972 -1.8526 -0.0425
H 2.814949 -2.032874 -3.404334 -0.0955 -0.1390 -0.0963 0.0798
H 1.256353 -2.544202 -2.678048 -0.1462 0.2881 -0.2219 0.0785
H 2.484514 -1.698280 -1.724932 0.1001 -0.4460 0.2526 0.0592
H 2.392991 0.319812 -2.725451 -0.0324 0.3421 0.1115 0.0921
H 0.684903 -0.171356 -2.369291 0.0632 0.4646 0.4196 0.0893
H 0.544378 0.432457 -4.404629 0.0798 0.1340 -0.2009 0.0898
C 2.384557 -2.734362 2.978981 -0.0611 -0.3968 -1.6402 -0.0711
C 3.482722 -1.741822 2.619361 -1.4574 0.6957 0.9599 -0.3200
O 4.145556 -1.527003 3.858875 1.3668 0.4558 -0.7051 -0.0780
H 2.114224 -3.311530 2.094735 -0.4630 0.0663 -0.1673 0.0703
H 1.497264 -2.241691 3.376572 0.1632 -0.2058 0.2249 0.0647
H 2.794912 -3.495765 3.642299 -0.1263 0.2411 0.3209 0.0778
H 3.107807 -0.751583 2.360564 -0.7065 0.1106 0.2760 0.0671
H 3.997490 -1.923780 1.675958 1.0846 -0.9384 0.4908 0.1086
H 4.657259 -2.317582 4.045283 0.1150 -0.0585 0.1896 0.0815
C 2.377780 2.730475 3.502510 -1.5324 1.1549 1.0256 -0.7833
O 2.090587 2.147141 4.513873 -0.2053 -1.3645 1.4516 0.0491
N 2.994300 2.230895 2.472347 1.9036 -2.1448 -2.3247 0.1727
N 1.959942 3.971176 3.267879 -0.8094 2.3353 0.1716 0.1574
H 3.247269 2.842279 1.709250 0.2028 -0.7528 0.0703 0.1089
H 3.264393 1.264078 2.583755 0.5068 0.2943 -0.4839 0.0974
H 2.290389 4.496481 2.471043 -0.4281 0.1371 0.4309 0.1040
H 1.337889 4.356934 3.963815 0.3322 0.3037 -0.3154 0.1196
C -2.717338 2.610403 -1.014231 -2.9628 2.5586 -1.0784 -0.7458
O -3.599680 3.373599 -1.414991 0.9465 -0.3665 -0.1792 0.0252
N -1.997324 1.750929 -1.715575 1.4379 -1.3379 -2.1518 0.1447
N -2.372557 2.482724 0.239320 0.7058 0.2527 3.7380 0.1701
H -1.995904 1.767889 -2.725428 -0.1910 -0.3548 0.3955 0.1193
H -1.734735 0.980012 -1.118205 0.6865 -0.4564 -1.1324 0.0477
H -2.724507 3.099408 0.957606 -0.0707 -0.3842 -0.2541 0.1271
H -1.680190 1.772453 0.429688 -0.2331 0.4018 0.7724 0.0607
C -0.988791 -0.900244 4.756814 -3.9701 -2.0476 -1.3601 -0.8360
O -1.985102 -1.195705 4.123950 -1.4288 -0.7335 0.1956 0.0374
N -0.581991 -1.373009 5.900633 0.2311 -2.2602 4.0155 0.1682
N -0.162331 -0.069115 4.313098 4.9624 4.8220 -2.8301 0.1764
H 0.259283 -0.960635 6.277859 -0.5146 -0.3677 0.5291 0.1089
H -1.291895 -1.736916 6.520064 0.4151 -0.0980 0.0043 0.1220
H 0.678215 0.063995 4.857039 0.1202 0.9049 -0.9239 0.0994
H -0.316404 0.355937 3.409935 0.2624 -0.1301 0.4456 0.1054
C 2.057048 3.350220 -2.908917 -1.4281 2.4438 -1.4384 -0.8215
O 1.214200 3.943307 -3.571590 -0.1500 -0.5153 -0.4880 0.0390
N 1.843941 2.872381 -1.736452 -3.0181 -1.8088 4.2861 0.1547
N 3.317833 3.286255 -3.159542 4.3432 0.2924 -2.8722 0.1692
H 2.565122 2.474977 -1.151592 -0.7397 0.0588 -0.0407 0.1046
H 0.856396 2.942520 -1.536589 0.1277 -0.4580 1.0392 0.1130
H 3.568958 3.708080 -4.042212 0.7005 -0.3257 0.2527 0.1297
H 3.952877 2.796132 -2.545863 0.0912 0.3077 -0.7278 0.1132
C -4.395145 -0.308234 -3.201320 0.2047 -1.5969 -1.1238 -0.0488
C -4.008039 -1.455398 -2.263712 -0.5945 2.0943 -0.0767 -0.4293
C -2.691706 -2.108847 -2.462561 0.5919 -0.9866 -1.7467 -0.2614
O -2.684067 -3.213317 -1.647570 0.4478 -3.6574 0.0416 -0.1726
C -3.103387 -4.503966 -2.221452 -0.5195 0.4203 1.1245 -0.0722
N -3.837656 -0.829493 -0.972275 -0.5701 -0.3820 1.3550 0.0560
H -5.268704 0.250137 -2.864848 0.3154 0.0962 0.2690 0.0857
H -4.680470 -0.776240 -4.143485 0.1429 0.4111 -0.5457 0.0728
H -3.497510 0.299436 -3.315663 -0.4181 0.3505 -0.2661 0.0567
H -4.777184 -2.227405 -2.286672 -0.0303 -0.0300 0.3470 0.1416
H -1.812694 -1.536951 -2.165272 -0.1932 0.7072 0.0784 0.1161
H -2.476459 -2.461134 -3.471351 -0.2096 0.3448 -0.5682 0.1262
H -2.939157 -4.859672 -3.238606 1.1703 1.1997 -0.5706 0.0779
H -4.188657 -4.604863 -2.211443 -0.2748 0.1823 0.6763 0.0728
H -2.656754 -5.276361 -1.595316 -0.1758 0.2124 0.2169 0.0823
H -3.242333 -0.038949 -1.174100 -0.2116 0.1473 0.3708 0.0185
H -4.729428 -0.452812 -0.684257 -0.0498 0.2124 0.3240 0.0826

- The lowest charge belongs to which entry?
  C13H42N9O8

- Which of these has the lowest charge?
  C13H42N9O8